# 1
# C3H4O2S2

2 unconnected molecules or ions with the total composition C3H4O2S2 at a distorted geometry (the ωB97M-V functional and the def2-TZVPD basis, OMol25).

Output
E_HOMO = -9.2 eV
HOMO-LUMO gap = 0.3502 Ha
2S+1 = 1
energy relative to the best compared isomer or geometry (same formula, charge and spin) = 34.17 kcal per mole

Positions of all 11 atoms, in Å:
C 1.781 0.823 -0.062
C 0.593 1.369 0.084
C -0.757 -1.056 0.410
O 2.844 0.440 -0.231
O -0.579 -0.914 1.577
S 0.319 -2.059 -0.543
S -2.116 -0.192 -0.342
H 0.289 1.392 1.153
H 0.060 1.398 -0.861
H -0.397 -2.055 -1.665
H -2.037 0.853 0.480

=====

# 2
# C58H73AsN2O4PRhS2Si

A molecular structure, C58H73AsN2O4PRhS2Si at a distorted geometry (the ωB97M-V functional and the def2-TZVPD basis, OMol25).

Output
E_HOMO = -7.7 eV
HOMO-LUMO gap = 0.2810 Ha
2S+1 = 1

Positions of all 143 atoms, in Å:
Rh -0.148 0.209 0.135
C -0.767 0.480 3.339
N 0.194 0.263 2.264
C 1.444 0.208 2.551
C 2.380 0.036 1.519
C 3.771 -0.026 1.482
C 4.112 -0.220 0.142
C 2.911 -0.264 -0.575
N 1.871 -0.122 0.260
C -0.924 -0.719 4.243
C -0.858 -2.005 3.716
C -1.020 -3.112 4.537
C -1.261 -2.947 5.895
C -1.327 -1.667 6.427
C -1.151 -0.560 5.605
H -1.726 0.707 2.876
H -0.475 1.355 3.927
H 1.782 0.297 3.584
H 4.437 0.058 2.328
H 5.101 -0.291 -0.281
H 2.771 -0.386 -1.638
H -0.676 -2.120 2.654
H -0.953 -4.114 4.125
H -1.390 -3.809 6.536
H -1.505 -1.529 7.486
H -1.193 0.438 6.027
O 0.048 2.137 0.016
Si 1.032 3.407 0.140
C 0.300 4.773 -0.939
C -1.072 5.053 -0.878
C -1.647 6.027 -1.681
C -0.861 6.735 -2.583
C 0.501 6.479 -2.656
C 1.076 5.514 -1.834
C 1.181 4.110 1.887
C 0.666 5.366 2.217
C 0.779 5.877 3.506
C 1.417 5.143 4.494
C 1.930 3.887 4.190
C 1.812 3.384 2.903
C 2.797 3.177 -0.487
C 3.927 3.559 0.238
C 5.206 3.399 -0.287
C 5.379 2.867 -1.556
C 4.266 2.495 -2.301
C 2.994 2.645 -1.768
H -1.692 4.492 -0.185
H -2.708 6.236 -1.605
H -1.307 7.490 -3.218
H 1.117 7.030 -3.356
H 2.144 5.339 -1.891
H 0.169 5.956 1.456
H 0.365 6.851 3.739
H 1.519 5.547 5.493
H 2.426 3.305 4.959
H 2.225 2.411 2.673
H 3.815 4.000 1.221
H 6.069 3.698 0.296
H 6.374 2.746 -1.965
H 4.389 2.086 -3.297
H 2.132 2.354 -2.358
O -0.226 -2.146 -0.098
P -0.249 -3.638 0.160
C -1.846 -4.107 0.917
C -2.178 -5.621 0.929
C -3.287 -5.947 -0.068
C -4.586 -5.256 0.365
C -4.333 -3.812 0.858
C -3.003 -3.268 0.343
C 0.051 -4.673 -1.314
C -0.860 -4.335 -2.515
C -0.351 -3.130 -3.295
C 1.083 -3.334 -3.832
C 1.741 -4.570 -3.222
C 1.554 -4.579 -1.707
C 0.963 -4.136 1.450
C 1.476 -5.606 1.448
C 3.003 -5.674 1.381
C 3.642 -4.911 2.546
C 2.997 -3.518 2.740
C 2.119 -3.137 1.552
H -1.713 -3.780 1.951
H -2.528 -5.899 1.928
H -1.288 -6.220 0.725
H -3.439 -7.026 -0.121
H -2.995 -5.616 -1.068
H -5.030 -5.837 1.177
H -5.298 -5.261 -0.461
H -4.312 -3.790 1.952
H -5.144 -3.159 0.539
H -2.872 -2.226 0.637
H -3.000 -3.296 -0.749
H -0.191 -5.690 -0.996
H -1.876 -4.139 -2.173
H -0.912 -5.210 -3.169
H -0.362 -2.274 -2.625
H -1.032 -2.918 -4.123
H 1.679 -2.451 -3.586
H 1.078 -3.427 -4.920
H 2.808 -4.575 -3.453
H 1.313 -5.479 -3.654
H 1.977 -3.648 -1.315
H 2.106 -5.412 -1.275
H 0.377 -3.990 2.362
H 1.049 -6.188 0.630
H 1.158 -6.091 2.375
H 3.355 -5.251 0.439
H 3.319 -6.719 1.403
H 4.711 -4.808 2.354
H 3.536 -5.500 3.461
H 3.766 -2.757 2.879
H 2.374 -3.516 3.640
H 2.720 -3.108 0.640
H 1.712 -2.142 1.688
C -1.630 0.662 -4.848
As -1.650 0.648 -2.915
C -2.940 -0.737 -2.582
C -2.235 2.434 -2.550
S 0.328 0.215 -2.300
H -2.650 0.725 -5.226
H -1.158 -0.250 -5.209
H -1.062 1.522 -5.199
H -3.947 -0.333 -2.627
H -2.747 -1.176 -1.606
H -2.804 -1.483 -3.362
H -3.081 2.668 -3.195
H -1.392 3.082 -2.789
H -2.467 2.551 -1.494
O -8.943 -1.125 1.320
C -8.254 -0.915 0.174
O -8.805 -1.034 -0.884
C -6.820 -0.525 0.320
C -6.029 -0.940 1.385
C -4.692 -0.583 1.459
C -4.117 0.226 0.477
S -2.434 0.730 0.604
C -4.933 0.674 -0.570
C -6.255 0.282 -0.664
H -8.400 -0.919 2.091
H -6.442 -1.586 2.154
H -4.080 -0.924 2.285
H -4.518 1.352 -1.305
H -6.878 0.611 -1.486

=====

# 3
# CH11NO5

5 unconnected molecules or ions with the total composition CH11NO5 at a distorted geometry (the ωB97M-V functional and the def2-TZVPD basis, OMol25).

Output
E_HOMO = -10.6 eV
HOMO-LUMO gap = 0.4116 Ha
2S+1 = 1
energy relative to the best compared isomer or geometry (same formula, charge and spin) = 13.29 kcal per mole

Positions of all 18 atoms, in Å:
C -0.206 -0.067 2.285
N 0.546 0.979 2.715
O -1.390 0.011 2.045
H 0.359 -0.975 2.038
H 1.541 1.016 2.564
H 0.121 1.898 2.579
H 1.985 0.252 -0.301
H 1.739 1.449 -1.206
O 2.293 1.119 -0.489
H -0.377 1.727 -1.711
H -0.074 1.630 -3.214
O 0.338 1.716 -2.364
H -0.044 -4.967 -1.029
H -0.843 -5.451 -2.242
O -0.943 -4.977 -1.398
H -1.553 0.825 0.223
H -2.009 2.275 -0.062
O -1.484 1.540 -0.434

=====

# 4
# C19H44B4F16N3O

7 unconnected molecules or ions with the total composition C19H44B4F16N3O at a distorted geometry (the ωB97M-V functional and the def2-TZVPD basis, OMol25).

Output
net charge = -1
E_HOMO = -8.5 eV
HOMO-LUMO gap = 0.3481 Ha
2S+1 = 1

Positions of all 87 atoms, in Å:
C -2.582 -1.301 -0.437
C -1.935 -0.736 0.805
O -0.773 -0.764 1.130
N -2.889 0.080 1.686
H -3.797 -0.309 1.555
H -2.543 -0.051 2.670
C -2.957 1.498 1.255
H -1.788 -1.338 -1.152
H -3.398 -0.667 -0.798
H -3.005 -2.316 -0.292
H -3.253 1.577 0.208
H -1.971 1.909 1.444
H -3.656 2.035 1.924
C 0.765 -3.964 2.453
C 0.742 -3.929 0.965
C 2.121 -3.401 0.453
N 2.161 -2.806 -1.090
C 3.388 -1.983 -1.143
C 0.873 -2.023 -1.448
C 0.806 -2.089 -3.002
C 1.899 -3.025 -3.480
C 2.171 -3.897 -2.172
H 1.764 -4.202 2.840
H 0.039 -4.659 2.841
H 0.556 -2.989 2.878
H -0.070 -3.243 0.689
H 0.378 -4.845 0.500
H 2.780 -4.253 0.471
H 2.508 -2.601 1.069
H 3.740 -1.621 -2.128
H 4.186 -2.593 -0.671
H 3.206 -1.109 -0.502
H 0.956 -0.996 -1.113
H 0.020 -2.602 -1.028
H 0.853 -1.098 -3.449
H -0.117 -2.519 -3.334
H 2.777 -2.544 -3.915
H 1.439 -3.703 -4.203
H 3.056 -4.453 -2.306
H 1.214 -4.401 -2.049
C 3.850 5.791 -0.851
C 2.460 5.145 -0.942
C 2.474 3.960 -0.037
N 1.441 2.915 -0.206
C 1.358 2.323 -1.633
C 1.672 1.808 0.782
C 1.340 2.428 2.148
C 0.257 3.449 1.798
C 0.084 3.352 0.330
H 4.009 6.385 0.080
H 3.988 6.518 -1.657
H 4.639 5.051 -0.935
H 2.246 4.899 -1.987
H 1.638 5.819 -0.676
H 2.391 4.254 1.025
H 3.397 3.356 -0.082
H 1.260 3.148 -2.307
H 0.524 1.620 -1.756
H 2.330 1.866 -1.812
H 0.973 1.019 0.489
H 2.675 1.400 0.745
H 1.008 1.706 2.882
H 2.270 2.867 2.482
H -0.645 3.172 2.334
H 0.598 4.430 2.117
H -0.630 2.573 0.061
H -0.264 4.231 -0.201
B -1.705 -5.214 -1.547
F -0.815 -4.175 -1.988
F -1.445 -6.317 -2.219
F -1.425 -5.388 -0.190
F -2.968 -4.798 -1.742
B -6.317 0.009 1.259
F -6.263 1.056 0.365
F -5.942 0.507 2.494
F -7.566 -0.617 1.342
F -5.279 -0.910 0.874
B -1.922 1.738 -2.493
F -1.543 3.034 -2.198
F -1.561 1.425 -3.772
F -1.261 0.898 -1.576
F -3.271 1.631 -2.316
B -1.535 0.738 4.702
F -1.151 1.388 3.527
F -2.698 1.290 5.210
F -1.777 -0.613 4.313
F -0.563 0.764 5.638

=====

# 5
# C9H12INS

A single C9H12INS molecule at a distorted geometry (the ωB97M-V functional and the def2-TZVPD basis, OMol25).

Output
E_HOMO = -8.2 eV
HOMO-LUMO gap = 0.3091 Ha
2S+1 = 1
energy relative to the best compared isomer or geometry (same formula, charge and spin) = 0.00 kcal per mole

Positions of all 24 atoms, in Å:
C 0.931 -0.667 -0.363
C -0.262 0.034 -0.359
C 0.016 2.075 0.756
C 0.436 3.189 0.926
C 1.778 -0.766 0.831
C -2.877 -0.649 1.144
C -1.965 0.436 1.343
C 1.454 -1.531 -1.530
C -1.192 0.275 -1.515
N -0.667 0.875 0.770
S 3.327 0.132 0.532
I -4.449 -0.836 2.568
H 0.904 4.139 0.809
H 3.331 -0.116 -0.818
H 1.268 -0.508 1.791
H 2.190 -1.757 1.021
H -2.478 -1.541 0.527
H -2.217 1.020 2.245
H 1.652 -0.949 -2.451
H 0.663 -2.263 -1.775
H 2.372 -2.014 -1.198
H -1.373 1.416 -1.433
H -2.159 -0.181 -1.436
H -0.683 0.187 -2.386

=====

# 6
# C14H15NO3Pb

A molecular structure, C14H15NO3Pb at a distorted geometry (the ωB97M-V functional and the def2-TZVPD basis, OMol25).

Output
E_HOMO (spin up / spin down) = -7.8 / -7.8 eV
HOMO-LUMO gap (spin up / spin down) = 0.1717 / 0.2504 Ha
2S+1 = 1

Positions of all 34 atoms, in Å:
C 0.146 -0.950 -2.325
C -0.180 0.423 -2.562
C -1.486 0.666 -2.042
C -1.976 -0.553 -1.483
C -0.968 -1.559 -1.659
Pb 0.157 0.065 0.310
N 1.425 -1.664 0.569
C 2.400 1.194 0.831
C 1.858 2.039 -0.101
H -2.045 1.600 -2.131
H 0.430 1.137 -3.115
H -2.973 -0.714 -1.069
H -1.059 -2.614 -1.393
H 1.050 -1.460 -2.662
H 2.132 1.960 -1.157
H 3.168 0.469 0.563
H 1.459 -2.156 1.465
H 1.235 2.892 0.195
H 2.152 1.290 1.894
O -3.961 -0.802 2.760
C -3.432 -0.720 3.979
C -4.273 -0.912 5.093
C -3.748 -0.820 6.371
C -2.387 -0.533 6.560
C -1.559 -0.330 5.453
C -2.056 -0.395 4.153
C -1.208 -0.084 2.965
O 0.010 0.177 3.087
O -1.801 -0.127 1.794
H -3.165 -0.505 2.142
H -5.331 -1.108 4.932
H -4.399 -0.965 7.242
H -1.997 -0.461 7.581
H -0.502 -0.104 5.591

=====

# 7
# C4H12

2 unconnected molecules or ions with the total composition C4H12 at a distorted geometry (the ωB97M-V functional and the def2-TZVPD basis, OMol25).

Output
E_HOMO = -11.2 eV
HOMO-LUMO gap = 0.4534 Ha
2S+1 = 1
energy relative to the best compared isomer or geometry (same formula, charge and spin) = 36.12 kcal per mole

Positions of all 16 atoms, in Å:
C 0.124 -0.080 -2.692
C -0.318 0.978 -1.608
H -0.667 -0.450 -3.320
H 0.995 0.431 -3.143
H 0.762 -0.768 -2.171
H 0.534 1.574 -1.565
H -0.923 0.606 -0.668
H -1.002 1.686 -2.083
C 0.336 0.231 2.096
C -0.204 -1.111 2.148
H 0.720 0.589 3.105
H 1.218 0.124 1.489
H -0.276 1.014 1.671
H -1.281 -1.323 2.111
H 0.132 -1.958 1.502
H -0.151 -1.544 3.128

=====

# 8
# C24H30N2O2S

A single C24H30N2O2S molecule (the ωB97M-V functional and the def2-TZVPD basis, OMol25).

Output
E_HOMO = -8.1 eV
HOMO-LUMO gap = 0.3218 Ha
2S+1 = 1
energy relative to the best compared isomer or geometry (same formula, charge and spin) = 38.10 kcal per mole

Positions of all 59 atoms, in Å:
C -7.713 -2.908 1.167
H -7.462 -2.592 2.175
H -8.486 -2.278 0.736
H -8.043 -3.942 1.177
S -6.233 -2.878 0.116
C -5.765 -1.172 0.080
C -6.410 -0.173 0.793
C -5.956 1.132 0.693
C -4.876 1.447 -0.107
C -4.223 0.447 -0.823
C -4.670 -0.857 -0.721
H -4.178 -1.650 -1.265
C -3.055 0.802 -1.703
N -2.157 1.722 -1.028
C -1.469 1.079 0.076
C -0.714 2.118 0.900
H -1.421 2.844 1.302
H -0.209 1.620 1.729
C 0.299 2.859 0.021
C -0.421 3.420 -1.206
C -1.193 2.321 -1.931
H -1.731 2.756 -2.777
H -0.478 1.574 -2.318
H -1.115 4.193 -0.877
H 0.309 3.862 -1.885
H 0.754 3.690 0.580
O 1.319 1.993 -0.453
C 2.371 1.670 0.343
C 3.332 0.849 -0.252
C 4.460 0.460 0.446
C 4.649 0.892 1.754
C 3.696 1.697 2.347
C 2.559 2.086 1.657
H 1.839 2.717 2.153
H 3.833 2.033 3.364
H 5.538 0.602 2.292
C 5.512 -0.376 -0.221
O 6.581 0.080 -0.583
N 5.182 -1.671 -0.392
C 4.002 -2.327 0.140
C 4.168 -3.789 -0.277
H 3.701 -4.473 0.429
C 5.685 -3.958 -0.357
H 5.984 -4.805 -0.969
C 6.125 -2.625 -0.950
H 7.142 -2.330 -0.685
H 6.043 -2.631 -2.043
H 6.102 -4.081 0.643
H 3.727 -3.949 -1.262
H 3.088 -1.883 -0.262
H 3.975 -2.227 1.232
H 3.182 0.546 -1.277
H -2.213 0.583 0.704
H -0.756 0.316 -0.287
H -2.538 -0.117 -2.032
H -3.437 1.308 -2.597
H -4.518 2.461 -0.183
H -6.461 1.908 1.250
H -7.256 -0.392 1.423

=====

# 9
# C34H28ClF6O3P2RuS2Sb

A molecular structure, C34H28ClF6O3P2RuS2Sb (the ωB97M-V functional and the def2-TZVPD basis, OMol25).

Output
E_HOMO (spin up / spin down) = -8.7 / -8.7 eV
HOMO-LUMO gap (spin up / spin down) = 0.2667 / 0.2463 Ha
2S+1 = 5
energy relative to the best compared isomer or geometry (same formula, charge and spin) = 22.47 kcal per mole

Positions of all 78 atoms, in Å:
Ru 2.050 -0.289 -0.042
S 2.916 1.992 -0.156
P 0.944 2.314 -0.419
C 0.427 0.832 0.301
P -0.942 -0.174 -0.023
S 0.072 -1.833 -0.497
C -2.000 -0.277 1.422
C -1.907 0.673 2.434
C -2.758 0.591 3.528
C -3.682 -0.442 3.612
C -3.761 -1.398 2.606
C -2.922 -1.315 1.508
C -2.018 0.401 -1.352
C -3.104 1.229 -1.065
C -3.876 1.743 -2.095
C -3.573 1.423 -3.412
C -2.507 0.582 -3.699
C -1.731 0.068 -2.673
C 0.596 2.452 -2.191
C -0.181 3.474 -2.727
C -0.381 3.549 -4.100
C 0.208 2.620 -4.941
C 1.004 1.610 -4.413
C 1.197 1.527 -3.047
C 0.290 3.777 0.392
C 1.153 4.630 1.069
C 0.643 5.729 1.747
C -0.723 5.963 1.762
C -1.590 5.102 1.098
C -1.086 4.010 0.413
H -1.162 1.458 2.377
H -2.689 1.325 4.319
H -4.338 -0.508 4.470
H -4.470 -2.213 2.679
H -2.978 -2.066 0.727
H -3.356 1.459 -0.036
H -4.720 2.381 -1.870
H -4.178 1.821 -4.216
H -2.279 0.324 -4.725
H -0.903 -0.594 -2.890
H -0.628 4.221 -2.086
H -0.988 4.347 -4.508
H 0.062 2.689 -6.012
H 1.489 0.896 -5.065
H 1.856 0.755 -2.662
H 2.218 4.432 1.072
H 1.315 6.397 2.269
H -1.118 6.817 2.296
H -2.656 5.284 1.114
H -1.762 3.342 -0.110
F 3.984 -0.421 -1.677
Sb 5.703 -0.487 -0.770
F 5.626 -2.360 -0.645
F 4.574 -0.366 0.789
F 5.722 1.397 -0.834
F 7.256 -0.471 0.277
F 6.571 -0.596 -2.427
C 0.976 -4.284 3.659
C 0.368 -4.587 2.319
C -1.017 -4.565 2.162
C -1.601 -4.892 0.952
Cl -3.340 -4.844 0.798
C -0.834 -5.262 -0.138
C 0.541 -5.273 0.000
C 1.138 -4.929 1.207
O 2.509 -4.998 1.234
C 3.282 -3.852 1.575
C 2.751 -2.561 0.979
O 2.260 -1.662 1.724
O 2.802 -2.375 -0.265
H 0.218 -4.354 4.438
H 1.401 -3.280 3.684
H 1.769 -4.996 3.893
H -1.643 -4.301 3.005
H -1.303 -5.521 -1.077
H 1.185 -5.529 -0.831
H 4.260 -4.028 1.132
H 3.371 -3.736 2.655